Density functional theory data (wB97M-V/def2-TZVPD) for a structure of composition C21H43BMgO2P2 at a distorted geometry.

The value obtained for the maximum force is 0.0421 Eh/bohr. The value obtained for the HOMO-LUMO gap (spin up / spin down) is 4.30 / 4.69 eV. The value obtained for the energy above the lowest of the compared OMol25 structures with the same formula, charge and spin is 0.0 kcal/mol. Its total energy is -1884.00272 Eh. The value obtained for the HOMO energy (spin up / spin down) is -4.076 / -4.137 eV.

Structure (XYZ):
```
70
C21H43BMgO2P2, DFT wB97M-V/def2-TZVPD
P -2.754 -3.121 -1.265
P 0.223 -4.002 -0.341
C -2.208 -4.849 -1.655
C -1.052 -5.319 -0.745
H -1.911 -4.855 -2.718
H -3.093 -5.498 -1.540
H -1.453 -5.657 0.226
H -0.526 -6.168 -1.213
C 1.115 -4.004 -1.951
H 1.988 -3.339 -1.860
H 0.471 -3.656 -2.772
H 1.453 -5.030 -2.162
C 1.379 -5.037 0.634
H 1.712 -5.895 0.029
H 0.860 -5.385 1.540
H 2.233 -4.411 0.913
C -4.129 -2.833 -2.426
H -4.548 -1.843 -2.213
H -4.894 -3.606 -2.273
H -3.758 -2.867 -3.459
C -3.746 -3.423 0.248
H -3.136 -3.838 1.061
H -4.540 -4.132 -0.017
H -4.195 -2.471 0.565
Mg 1.746 1.052 1.661
C 0.886 -0.692 0.551
C 0.707 -0.433 -0.790
C -0.331 -0.996 -1.673
C -1.460 0.022 -1.942
C -2.475 0.100 -0.859
C -2.453 -0.368 0.408
C -1.530 -1.362 1.028
C -0.173 -0.881 1.620
C -0.690 2.605 0.618
H 1.935 -0.939 0.870
H 1.439 0.211 -1.270
H -0.755 -1.915 -1.237
H 0.118 -1.315 -2.626
H -0.998 1.007 -2.104
H -1.935 -0.246 -2.889
H -3.317 0.751 -1.103
H -3.159 0.086 1.116
H -1.278 -2.148 0.288
H -2.071 -1.919 1.815
H -0.313 0.036 2.251
H 0.166 -1.671 2.318
H -1.089 2.310 1.604
H -0.471 1.660 0.087
H -1.523 3.062 0.052
C 1.510 6.240 2.013
C 1.906 5.351 0.839
C 2.507 6.270 -0.211
O 0.699 4.791 0.283
B 0.543 3.517 0.731
O 1.700 3.033 1.368
C 2.797 4.118 1.279
C 3.763 3.647 0.208
C 3.361 4.156 2.675
H 2.389 6.673 2.491
H 0.914 5.702 2.754
H 0.919 7.081 1.639
H 1.830 7.119 -0.383
H 3.453 6.701 0.137
H 2.680 5.753 -1.163
H 4.587 4.370 0.097
H 4.198 2.677 0.487
H 3.269 3.553 -0.766
H 2.563 4.365 3.400
H 3.806 3.181 2.910
H 4.140 4.922 2.810
```

***

Density functional theory data (wB97M-V/def2-TZVPD) for a cluster of 2 separate species, C3H3BrO2 in total at a distorted geometry.

The value obtained for the maximum force is 0.1209 Eh/bohr. The value obtained for the HOMO-LUMO gap (spin up / spin down) is 8.73 / 8.74 eV. The value obtained for the energy above the lowest of the compared OMol25 structures with the same formula, charge and spin is 92.6 kcal/mol. Its total energy is -2840.43770 Eh. The value obtained for the HOMO energy (spin up / spin down) is -9.131 / -9.132 eV.

Structure (XYZ):
```
9
C3H3BrO2, DFT wB97M-V/def2-TZVPD
C 2.073 1.644 -0.031
C 0.830 1.134 -0.536
C -0.830 0.310 0.873
O 2.848 2.445 0.376
O 2.034 0.361 -0.400
Br -2.410 0.599 -0.218
H 0.258 1.003 -1.533
H -0.627 1.183 1.492
H -0.474 -0.632 1.051
```

***

Density functional theory data (wB97M-V/def2-TZVPD) for a structure of composition C23H43Cl3HoN3O4Si at a distorted geometry.

The value obtained for the maximum force is 0.0768 Eh/bohr. The value obtained for the HOMO-LUMO gap is 6.33 eV. The multiplicity is 5. Its total energy is -3985.74628 Eh. The value obtained for the HOMO energy is -6.559 eV.

Structure (XYZ):
```
78
C23H43Cl3HoN3O4Si, DFT wB97M-V/def2-TZVPD
C -2.503 2.958 -1.958
C -1.255 2.886 -2.782
H -2.465 3.804 -1.250
H -2.682 2.034 -1.402
H -3.348 3.151 -2.640
C -0.871 3.937 -3.526
C -1.450 5.296 -3.424
H -0.141 3.786 -4.329
H -1.551 5.647 -2.387
H -2.444 5.332 -3.887
H -0.808 5.992 -3.968
Ho -1.519 -1.244 0.760
Cl -1.705 -1.713 -1.750
C 0.417 -3.611 -0.165
O 0.220 -2.710 0.688
N 1.609 -4.148 -0.380
C 2.775 -3.737 0.405
C 1.791 -5.036 -1.517
H -0.395 -3.993 -0.811
H 2.555 -3.775 1.479
H 3.118 -2.726 0.138
H 3.567 -4.448 0.162
H 0.902 -5.676 -1.598
H 2.691 -5.623 -1.334
H 1.890 -4.460 -2.451
H 0.053 -4.628 5.040
H -2.585 -5.672 5.295
C -0.497 -3.703 5.249
C -2.815 -4.606 5.430
N -1.857 -3.764 4.710
H 0.032 -2.850 4.827
C -2.176 -3.276 3.513
O -1.373 -2.626 2.778
H -3.809 -4.394 5.023
H -3.212 -3.448 3.191
H -0.565 -3.605 6.336
H -2.788 -4.378 6.500
H -3.308 2.192 5.267
H -1.680 3.147 2.034
C -2.217 2.295 5.199
C -1.203 3.072 3.012
N -1.765 1.982 3.839
H -1.755 1.606 5.920
C -1.865 0.740 3.380
O -1.480 0.406 2.220
H -0.127 2.957 2.869
H -2.306 -0.003 4.061
H -1.930 3.324 5.441
H -1.385 3.988 3.575
O -0.304 0.969 -1.519
C -0.543 1.524 -2.828
C 1.681 2.520 -3.703
C 0.679 1.542 -3.767
H 1.573 3.370 -3.026
C 2.778 2.466 -4.586
H -1.277 0.839 -3.270
C 0.752 0.532 -4.744
H 3.552 3.241 -4.520
C 2.853 1.454 -5.553
C 1.830 0.494 -5.631
H -0.060 -0.197 -4.786
H 3.708 1.426 -6.235
H 1.853 -0.270 -6.419
Si 1.303 1.232 -0.724
Cl 0.678 3.153 -0.250
C 3.107 1.925 -1.086
C 1.922 -0.455 -1.600
C 1.374 0.456 1.022
H 3.567 1.492 -1.985
H 3.743 1.694 -0.226
H 3.108 3.017 -1.211
H 2.306 0.771 1.502
H 1.379 -0.647 1.031
H 0.543 0.812 1.641
H 2.205 -0.262 -2.655
H 1.096 -1.193 -1.636
H 2.796 -0.927 -1.107
Cl -3.989 -1.656 1.088
```

***

Density functional theory data (wB97M-V/def2-TZVPD) for an isolated molecule of C3H3F4NO at a distorted geometry.

The value obtained for the maximum force is 0.1004 Eh/bohr. Its SMILES is CO/C(F)=N/C(F)(F)F. The value obtained for the HOMO-LUMO gap is 11.79 eV. The value obtained for the energy above the lowest of the compared OMol25 structures with the same formula, charge and spin is 1.9 kcal/mol. Its total energy is -645.54227 Eh. The value obtained for the HOMO energy is -11.146 eV.

Structure (XYZ):
```
12
C3H3F4NO, DFT wB97M-V/def2-TZVPD
C -0.046 -0.039 -0.074
C 2.423 -0.136 0.017
C -2.418 -0.068 0.020
N -1.131 -0.661 -0.128
O 1.212 -0.772 0.106
F 0.145 1.260 -0.087
F -3.238 -0.683 -0.790
F -2.465 1.244 -0.276
F -2.886 -0.212 1.272
H 2.584 0.458 -0.952
H 3.293 -1.036 0.028
H 2.527 0.645 0.865
```